Record 1
C15H18N2O3S | ωB97M-V/def2-TZVPD

Last column: natural (NBO) charge in e.
Geometry (Å):
C (-1.24, 3.28, 4.19)  -0.25
O (-1.12, 2.73, 2.89)  -0.51
C (-1.86, 3.25, 1.88)  0.42
C (-2.76, 4.30, 2.04)  -0.32
C (-3.48, 4.77, 0.96)  -0.17
C (-3.32, 4.20, -0.30)  -0.25
C (-2.43, 3.16, -0.46)  -0.14
C (-1.68, 2.66, 0.61)  -0.18
C (-0.74, 1.58, 0.47)  -0.08
C (-0.44, 0.89, -0.65)  -0.33
C (0.55, -0.18, -0.60)  0.65
O (1.14, -0.54, 0.39)  -0.60
N (0.75, -0.78, -1.84)  -0.65
C (1.81, -1.62, -2.17)  0.30
S (2.59, -1.33, -3.60)  -0.25
N (2.13, -2.61, -1.34)  -0.40
C (3.35, -3.37, -1.51)  -0.26
C (3.01, -4.81, -1.90)  -0.08
O (2.17, -5.41, -0.94)  -0.52
C (0.98, -4.68, -0.80)  -0.08
C (1.24, -3.22, -0.38)  -0.24
H (-2.26, 3.17, 4.58)  0.18
H (-0.95, 4.34, 4.21)  0.18
H (-0.55, 2.71, 4.81)  0.21
H (-2.90, 4.76, 3.00)  0.22
H (-4.18, 5.59, 1.10)  0.22
H (-3.88, 4.57, -1.14)  0.22
H (-2.30, 2.72, -1.44)  0.21
H (-0.21, 1.30, 1.37)  0.25
H (-0.91, 1.09, -1.60)  0.20
H (0.43, -0.26, -2.65)  0.42
H (3.97, -2.90, -2.28)  0.25
H (3.89, -3.38, -0.55)  0.20
H (2.52, -4.81, -2.89)  0.17
H (3.91, -5.42, -1.94)  0.20
H (0.42, -4.68, -1.75)  0.16
H (0.39, -5.19, -0.04)  0.20
H (0.29, -2.69, -0.34)  0.23
H (1.70, -3.19, 0.61)  0.22

As for the LUMO energy: -0.3 eV. Its SMILES is COc1ccccc1/C=C/C(=O)NC(=S)N1CCOCC1. For the total energy, the calculation gives -35804.54094 eV. Its molar mass is 306.4 g/mol. The value obtained for the HOMO-LUMO gap is 0.288 Eh.

=====

Record 2
C15H18N2O5S | ωB97M-V/def2-TZVPD

Last column: natural (NBO) charge in e.
Geometry (Å):
C (2.15, -0.88, 5.36)  -0.59
C (0.88, -1.33, 4.64)  -0.42
C (0.92, -0.92, 3.19)  -0.01
C (1.50, -1.75, 2.24)  -0.20
C (1.57, -1.37, 0.91)  -0.27
C (1.07, -0.13, 0.51)  0.21
N (1.08, 0.25, -0.84)  -0.70
C (2.12, -0.19, -1.74)  -0.34
C (1.73, -1.48, -2.48)  0.78
O (2.31, -2.52, -2.31)  -0.57
O (0.70, -1.35, -3.30)  -0.69
S (-0.05, 1.34, -1.40)  2.36
O (0.23, 2.68, -1.00)  -0.91
O (-0.11, 1.10, -2.83)  -0.96
C (-1.56, 0.80, -0.66)  -0.53
C (-2.56, 1.61, -0.05)  0.19
C (-2.59, 3.08, 0.08)  -0.66
N (-3.53, 0.85, 0.38)  -0.13
O (-3.22, -0.44, 0.07)  -0.26
C (-2.04, -0.48, -0.55)  0.43
C (-1.53, -1.81, -0.97)  -0.69
C (0.52, 0.72, 1.47)  -0.27
C (0.45, 0.32, 2.79)  -0.19
H (3.03, -1.33, 4.90)  0.21
H (2.12, -1.17, 6.41)  0.21
H (2.26, 0.21, 5.30)  0.21
H (0.79, -2.41, 4.71)  0.21
H (0.01, -0.88, 5.12)  0.21
H (1.89, -2.71, 2.53)  0.22
H (2.00, -2.04, 0.18)  0.24
H (3.05, -0.35, -1.18)  0.25
H (2.29, 0.61, -2.47)  0.24
H (0.34, -0.43, -3.31)  0.52
H (-1.58, 3.47, 0.21)  0.25
H (-3.00, 3.52, -0.83)  0.24
H (-3.23, 3.36, 0.91)  0.24
H (-0.63, -2.06, -0.40)  0.25
H (-2.29, -2.56, -0.77)  0.25
H (-1.28, -1.81, -2.03)  0.26
H (0.18, 1.70, 1.18)  0.23
H (0.01, 0.99, 3.52)  0.21

As for the LUMO energy: 0.6 eV. Its SMILES is CCc1ccc(N(CC(=O)O)S(=O)(=O)c2c(C)noc2C)cc1. For the total energy, the calculation gives -39899.00001 eV. Its molar mass is 338.4 g/mol. The value obtained for the HOMO-LUMO gap is 0.347 Eh.

=====

Record 3
C15H18N4O2 | ωB97M-V/def2-TZVPD

Last column: natural (NBO) charge in e.
Geometry (Å):
C (6.86, 0.29, 0.13)  -0.72
C (5.48, 0.86, 0.31)  0.58
O (5.31, 2.00, 0.70)  -0.54
C (4.33, -0.03, 0.00)  -0.16
C (4.47, -1.34, -0.46)  -0.20
C (3.33, -2.08, -0.73)  -0.20
C (2.07, -1.56, -0.55)  -0.25
C (1.91, -0.25, -0.09)  0.23
N (0.68, 0.35, 0.11)  -0.63
C (-0.58, -0.20, -0.06)  0.80
O (-0.79, -1.34, -0.42)  -0.65
N (-1.57, 0.69, 0.25)  -0.61
C (-2.95, 0.48, 0.12)  0.02
C (-3.85, 1.46, -0.35)  0.11
C (-3.54, 2.85, -0.79)  -0.65
N (-5.08, 0.98, -0.33)  -0.28
N (-5.00, -0.27, 0.13)  -0.16
C (-6.19, -1.06, 0.26)  -0.41
C (-3.73, -0.63, 0.42)  0.17
C (-3.39, -1.96, 0.98)  -0.67
C (3.05, 0.50, 0.18)  -0.22
H (7.60, 1.04, 0.40)  0.24
H (6.99, -0.59, 0.76)  0.23
H (7.01, -0.01, -0.91)  0.23
H (5.44, -1.77, -0.61)  0.21
H (3.44, -3.10, -1.08)  0.22
H (1.19, -2.15, -0.76)  0.26
H (0.73, 1.30, 0.44)  0.39
H (-1.32, 1.67, 0.37)  0.39
H (-2.81, 2.84, -1.60)  0.22
H (-4.46, 3.32, -1.15)  0.24
H (-3.15, 3.44, 0.03)  0.21
H (-7.03, -0.43, -0.02)  0.24
H (-6.15, -1.92, -0.41)  0.20
H (-6.31, -1.40, 1.29)  0.20
H (-3.43, -1.94, 2.07)  0.22
H (-4.08, -2.72, 0.62)  0.22
H (-2.38, -2.23, 0.68)  0.27
H (2.97, 1.52, 0.53)  0.23

As for the LUMO energy: 0.3 eV. Its SMILES is CC(=O)c1cccc(NC(=O)Nc2c(C)nn(C)c2C)c1. For the total energy, the calculation gives -25903.39593 eV. Its molar mass is 286.3 g/mol. The value obtained for the HOMO-LUMO gap is 0.311 Eh.